P.
This record from the Open Molecules 2025 dataset describes the molecule ClH2O2PS2. The level of theory is ωB97M-V with the def2-TZVPD basis set.

Each atom is followed by the atoms it is bonded to, with distances in Å.
Positions of all 8 atoms, in Å:
1 S 1.44598 0.70519 -0.55442  S3 2.216, P7 2.122
2 H -0.41364 -0.29055 -2.12314  P7 1.306
3 S 1.35841 -0.21083 1.46201  S1 2.216, O4 1.462, Cl6 2.079
4 O 0.97832 -1.59619 1.18861  S3 1.462
5 O -1.40457 1.41502 -1.06984  P7 1.464
6 Cl -0.44587 0.58513 2.11911  S3 2.079
7 P -0.58348 0.21101 -0.92878  S1 2.122, H2 1.306, O5 1.464, H8 1.372
8 H -0.93514 -0.81878 -0.09355  P7 1.372

Output
Orbital gap, eV: 9.29
Net charge: 0

=====

Q.
This record from the Open Molecules 2025 dataset describes the molecule ClH2O2PS2. The level of theory is ωB97M-V with the def2-TZVPD basis set.

Each atom is followed by the atoms it is bonded to, with distances in Å.
Positions of all 8 atoms, in Å:
1 S 0.51229 -1.18524 1.96757  P7 1.976
2 O 1.41425 -0.19707 -0.75963  H4 0.947, P7 1.610
3 H 0.78867 1.71252 -0.11383  O5 0.975
4 H 1.76997 -1.07370 -0.80898  O2 0.947
5 O -0.01032 1.46260 0.38504  H3 0.975, P7 1.686
6 Cl -3.09980 0.31513 -0.20054  S8 1.993
7 P 0.18560 -0.20834 0.28140  S1 1.976, O2 1.610, O5 1.686, S8 2.121
8 S -1.56066 -0.82590 -0.75103  Cl6 1.993, P7 2.121

Output
Orbital gap, eV: 8.27
SMILES: OP(O)(=S)SCl
Net charge: 0

=====

Need the numbers? Relative energies in kJ/mol: P 229.3; Q 0.0.

=====

P.
This record from the Open Molecules 2025 dataset describes a cluster of 2 separate species, C4H14NOS2 in total. The level of theory is ωB97M-V with the def2-TZVPD basis set.

Each atom is followed by the atoms it is bonded to, with distances in Å.
Positions of all 22 atoms, in Å:
1 H 0.88315 -2.00270 0.14543  C16 1.107
2 O -1.55087 -0.30423 -3.12858  H15 0.921, H20 0.987
3 H -3.58946 1.07192 2.90114  C21 1.123
4 H -2.25604 2.19250 3.11703  C21 1.144
5 S -2.10288 1.14990 0.89697  C21 1.838, S22 2.007
6 H 0.98635 1.10362 0.93268  C7 1.103
7 C 0.83431 0.02630 1.11196  H6 1.103, C16 1.516, H19 1.070, S22 1.789
8 H 1.19319 -0.81340 -2.12470  N17 1.053
9 H -3.65318 2.73058 2.12014  C21 1.108
10 H 0.85725 0.61753 -1.34236  N17 1.048
11 H -0.39629 -0.58394 -1.36431  N17 1.080
12 H 3.38605 -0.20036 -0.29032  C13 1.065
13 C 2.80308 -1.08025 -0.15067  H12 1.065, H14 1.028, C16 1.574, H18 1.156
14 H 3.07998 -1.79516 -0.83488  C13 1.028
15 H -1.03877 -0.85403 -3.66206  O2 0.921
16 C 1.24484 -0.96152 0.03819  H1 1.107, C7 1.516, C13 1.574, N17 1.561
17 N 0.66852 -0.41286 -1.30483  H8 1.053, H10 1.048, H11 1.080, C16 1.561
18 H 3.21202 -1.49459 0.84838  C13 1.156
19 H 1.47623 -0.20539 1.93624  C7 1.070
20 H -2.14088 0.30945 -3.62734  O2 0.987
21 C -3.01411 1.85046 2.33101  H3 1.123, H4 1.144, S5 1.838, H9 1.108
22 S -0.88250 -0.34382 1.45089  S5 2.007, C7 1.789

Output
Orbital gap, eV: 8.70
Net charge: +1

=====

Q.
This record from the Open Molecules 2025 dataset describes a cluster of 2 separate species, C4H14NOS2 in total. The level of theory is ωB97M-V with the def2-TZVPD basis set.

Each atom is followed by the atoms it is bonded to, with distances in Å.
Positions of all 22 atoms, in Å:
1 H -0.10932 -3.79787 -2.48341  O7 0.973
2 H -0.82035 -1.10633 -0.12184  N19 1.023
3 H 1.24201 -3.53120 -2.75585  O7 0.976
4 S 1.04577 -0.40493 1.53592  C14 1.830, S16 1.927
5 H 0.42202 1.28539 4.04277  C21 1.107
6 H 1.25246 1.61994 0.16795  C14 1.089
7 O 0.47331 -3.01995 -2.44019  H1 0.973, H3 0.976
8 H 0.39040 -1.71062 -1.15832  N19 1.060
9 C -0.79282 1.45955 -1.02348  C11 1.537, H15 1.081, H17 1.150, H22 1.083
10 H -1.01313 -1.12325 -1.84892  N19 1.028
11 C 0.25335 0.33481 -1.07215  C9 1.537, H13 1.128, C14 1.554, N19 1.481
12 H 2.34785 0.28245 -0.38038  C14 1.099
13 H 0.72282 0.58145 -2.06814  C11 1.128
14 C 1.35341 0.54804 0.00397  S4 1.830, H6 1.089, C11 1.554, H12 1.099
15 H -1.22760 1.41273 -0.03467  C9 1.081
16 S -0.61929 -0.14024 2.46945  S4 1.927, C21 1.809
17 H -1.35121 1.36196 -2.02452  C9 1.150
18 H -0.96466 2.21401 3.26760  C21 1.090
19 N -0.38797 -1.00029 -1.04274  H2 1.023, H8 1.060, H10 1.028, C11 1.481
20 H -1.24508 1.03528 4.48481  C21 1.094
21 C -0.60268 1.25048 3.62572  H5 1.107, S16 1.809, H18 1.090, H20 1.094
22 H -0.36928 2.44860 -1.14358  C9 1.083

Output
Orbital gap, eV: 9.29
Net charge: +1

=====

Need the numbers? Relative energies in kJ/mol: P 9.0; Q 0.0.

=====

P.
This record from the Open Molecules 2025 dataset describes a cluster of 2 separate species, C3H10N2O in total. The level of theory is ωB97M-V with the def2-TZVPD basis set.

Each atom is followed by the atoms it is bonded to, with distances in Å.
Positions of all 16 atoms, in Å:
1 C -1.90488 0.69722 0.77777  C7 1.523, H12 1.087, H14 1.088, H16 1.086
2 H -0.41903 -0.78530 -1.80128  N11 1.015
3 H 2.58233 -0.01603 -2.07107  O4 0.966
4 O 2.60930 -0.51951 -1.24676  H3 0.966, N10 1.392
5 H -0.05679 0.65814 -1.11429  N11 1.016
6 H 2.37635 -1.10011 1.17917  C8 1.086
7 C -1.31941 -0.47592 0.00211  C1 1.523, N11 1.453, H13 1.106, H15 1.093
8 C 2.02997 -0.11334 0.88741  H6 1.086, H9 1.075, N10 1.257
9 H 1.62533 0.54307 1.63634  C8 1.075
10 N 2.08087 0.33668 -0.28538  O4 1.392, C8 1.257
11 N -0.80555 -0.00925 -1.27437  H2 1.015, H5 1.016, C7 1.453
12 H -2.36143 0.35287 1.70249  C1 1.087
13 H -0.54792 -0.97143 0.62073  C7 1.106
14 H -1.12634 1.41829 1.01627  C1 1.088
15 H -2.10381 -1.20934 -0.20406  C7 1.093
16 H -2.65899 1.19398 0.17492  C1 1.086

Output
Orbital gap, eV: 10.00
SMILES: C=NO.CCN
Net charge: 0

=====

Q.
This record from the Open Molecules 2025 dataset describes a cluster of 2 separate species, C3H10N2O in total. The level of theory is ωB97M-V with the def2-TZVPD basis set.

Each atom is followed by the atoms it is bonded to, with distances in Å.
Positions of all 16 atoms, in Å:
1 H -0.15187 1.01569 -1.14872  N7 1.027
2 N -1.30267 -0.66769 -1.22698  H4 1.019, N7 1.446, H8 1.016
3 H -0.25176 1.49006 1.13444  C10 1.087
4 H -1.21180 -1.55004 -0.72476  N2 1.019
5 C 0.90801 -0.41932 -0.29016  H6 1.080, N7 1.516, C14 1.356
6 H 1.33464 -0.68544 -1.24567  C5 1.080
7 N -0.43181 0.24909 -0.52550  H1 1.027, N2 1.446, C5 1.516, C10 1.491
8 H -2.25649 -0.33007 -1.13341  N2 1.016
9 H -1.30624 0.05004 1.38044  C10 1.087
10 C -1.01936 0.85187 0.70521  H3 1.087, N7 1.491, H9 1.087, H12 1.090
11 H 0.61993 -1.02786 1.74709  C14 1.081
12 H -1.89458 1.43378 0.41745  C10 1.090
13 H 2.49055 1.34983 -0.26673  O15 0.961
14 C 1.06379 -1.23280 0.78290  C5 1.356, H11 1.081, H16 1.080
15 O 1.53752 1.42229 -0.37044  H13 0.961
16 H 1.87216 -1.94941 0.76483  C14 1.080

Output
Orbital gap, eV: 7.96
Net charge: 0

=====

R.
This record from the Open Molecules 2025 dataset describes a cluster of 2 separate species, C3H10N2O in total. The level of theory is ωB97M-V with the def2-TZVPD basis set.

Each atom is followed by the atoms it is bonded to, with distances in Å.
Positions of all 16 atoms, in Å:
1 H -2.17229 -1.76994 -2.12669  N13 1.095
2 H -1.12237 -1.68559 0.66567  C12 1.232
3 H 2.67475 1.64837 1.69352  C6 1.114
4 O -0.26183 1.52161 1.66676  C11 1.249
5 H 1.03833 3.07754 0.96019  C11 1.161
6 C 2.01944 1.10493 0.97536  H3 1.114, H9 1.149, C11 1.535, H14 1.177
7 H 0.17116 -0.26207 -1.64780  N15 1.033
8 H -3.08637 -1.48799 -0.81830  N13 1.012
9 H 2.39442 0.85533 -0.08155  C6 1.149
10 H -0.75798 0.44171 -0.60853  N15 1.053
11 C 0.74808 1.95896 1.07677  O4 1.249, H5 1.161, C6 1.535
12 C -0.94675 -1.51697 -0.54175  H2 1.232, N13 1.469, N15 1.498, H16 1.140
13 N -2.20863 -1.17215 -1.21016  H1 1.095, H8 1.012, C12 1.469
14 H 1.96704 0.07335 1.53936  C6 1.177
15 N -0.04002 -0.32792 -0.63826  H7 1.033, H10 1.053, C12 1.498
16 H -0.41698 -2.45917 -0.90461  C12 1.140

Output
Orbital gap, eV: 10.47
SMILES: CC=O.NCN
Net charge: 0

=====

S.
This record from the Open Molecules 2025 dataset describes a cluster of 2 separate species, C3H10N2O in total. The level of theory is ωB97M-V with the def2-TZVPD basis set.

Each atom is followed by the atoms it is bonded to, with distances in Å.
Positions of all 16 atoms, in Å:
1 C 1.28494 1.05419 -1.92763  H3 1.091, H5 1.106, H7 1.098, N10 1.450
2 O -0.48309 -1.91355 -0.02200  C6 1.215
3 H 2.28795 1.05062 -1.49747  C1 1.091
4 H 0.19512 2.74578 -0.39617  C9 1.113
5 H 1.06910 1.97802 -2.49702  C1 1.106
6 C -0.30801 -1.28085 1.00072  O2 1.215, N8 1.337, H11 1.116
7 H 1.16757 0.31534 -2.73175  C1 1.098
8 N -1.28927 -0.86317 1.80743  C6 1.337, H13 1.008, H16 1.002
9 C 0.33961 1.75762 0.09471  H4 1.113, N10 1.445, H12 1.109, H14 1.104
10 N 0.24500 0.77163 -0.95731  C1 1.450, C9 1.445, H15 1.010
11 H 0.72382 -1.13592 1.39928  C6 1.116
12 H 1.28432 1.74591 0.67568  C9 1.109
13 H -1.04070 -0.43750 2.68667  N8 1.008
14 H -0.49358 1.88579 0.80759  C9 1.104
15 H 0.18897 -0.19935 -0.68662  N10 1.010
16 H -2.28103 -0.79183 1.68702  N8 1.002

Output
Orbital gap, eV: 9.27
SMILES: NC=O.CNC
Net charge: 0

=====

Need the numbers? Relative energies in kJ/mol: P 125.7; Q 310.1; R 134.3; S 0.0.